# 1
This record from the OMol25 dataset describes one molecule with the formula C19H15N3O6S. The level of theory is the ωB97M-V functional and the def2-TZVPD basis.

Structure (XYZ):
```
44
C19H15N3O6S (the ωB97M-V functional and the def2-TZVPD basis)
S -4.607 0.675 1.355
O -1.295 -0.158 3.765
O -0.492 -2.164 3.168
O 3.069 0.292 -0.188
O 1.605 -1.781 1.155
O 1.408 1.329 -2.619
O 2.076 -0.443 -3.632
N -2.123 0.599 0.698
N -2.467 1.626 2.777
N 1.251 0.189 -3.007
C 0.338 -0.115 2.159
C 2.599 -2.295 0.293
C -2.451 -1.602 -2.213
C -2.804 -0.016 -0.311
C -4.156 -0.064 -0.136
C 3.840 1.331 -0.752
C -0.788 0.052 -1.689
C -1.651 -2.095 -3.230
C 0.529 2.233 1.673
C 1.581 1.912 0.819
C -0.477 -0.978 3.030
C -2.890 0.997 1.641
C -0.006 -0.444 -2.717
C 2.014 0.607 0.618
C 1.359 -0.468 1.275
C -2.024 -0.532 -1.426
C -0.417 -1.527 -3.488
C -1.201 1.196 3.340
C -0.073 1.203 2.348
H -4.908 -0.453 -0.791
H 0.211 3.255 1.790
H 4.259 1.981 0.022
H -1.008 1.824 4.219
H 3.598 -1.977 0.593
H 2.516 -3.377 0.391
H 2.067 2.712 0.286
H -3.406 -2.062 -2.011
H -3.196 1.743 3.470
H -1.990 -2.930 -3.823
H 4.647 0.828 -1.283
H 3.255 1.921 -1.462
H -0.444 0.878 -1.085
H 0.224 -1.893 -4.275
H 2.426 -2.010 -0.746
```

## Properties
SMILES string = COc1ccc2c(c1OC)C(=O)O[C@@H]2Nc1nc(-c2cccc([N+](=O)[O-])c2)cs1
DFT total energy = -1746.8463 Eh
HOMO level = -8.232 eV
Energy relative to the best compared isomer or geometry (same formula, charge and spin) = 3.543 eV
Gap between HOMO and LUMO = 7.70 eV

---

# 2
This record from the OMol25 dataset describes a 2-piece molecular cluster, C3H5NO3P overall. The level of theory is the ωB97M-V functional and the def2-TZVPD basis.

Structure (XYZ):
```
13
C3H5NO3P (the ωB97M-V functional and the def2-TZVPD basis)
P 1.552 2.662 -1.481
O 0.228 -0.575 3.183
O 1.166 -1.566 1.148
O 0.864 3.828 -2.081
N 0.565 1.541 -1.011
C 0.127 -0.659 0.568
C -1.088 -1.392 -0.007
C 0.447 -0.759 2.002
H -0.797 -1.641 -1.075
H 0.642 0.065 -0.150
H -1.807 -0.632 -0.286
H -0.351 1.427 -1.365
H -1.547 -2.300 0.555
```

## Properties
DFT total energy = -739.1583 Eh
HOMO level = -4.280 eV
Energy relative to the best compared isomer or geometry (same formula, charge and spin) = 2.267 eV
Net charge = -1
Gap between HOMO and LUMO = 7.77 eV

---

# 3
This record from the OMol25 dataset describes one molecule with the formula C4H7NO2. The level of theory is the ωB97M-V functional and the def2-TZVPD basis.

Structure (XYZ):
```
14
C4H7NO2 (the ωB97M-V functional and the def2-TZVPD basis)
O -1.380 1.254 0.924
O 1.165 -0.019 -1.135
N 0.805 1.384 1.408
C -0.164 0.223 -1.641
C -0.273 0.815 0.763
C 0.084 -0.207 -0.282
C -0.355 -1.570 0.125
H -1.137 -1.393 0.918
H 1.595 0.778 1.599
H -0.503 1.262 -1.778
H -0.975 -2.104 -0.642
H 0.450 -2.303 0.504
H 1.045 2.306 1.721
H -0.356 -0.424 -2.484
```

## Properties
DFT total energy = -361.6160 Eh
Multiplicity = 3
HOMO level (spin up / spin down) = -5.114 / -9.960 eV
Energy relative to the best compared isomer or geometry (same formula, charge and spin) = 1.583 eV
<S²> = 2.007
Gap between HOMO and LUMO (spin up / spin down) = 6.04 / 7.19 eV

---

# 4
This record from the OMol25 dataset describes C33H43BN7O2S4Tm as an isolated structure. The level of theory is the ωB97M-V functional and the def2-TZVPD basis.

Structure (XYZ):
```
91
C33H43BN7O2S4Tm (the ωB97M-V functional and the def2-TZVPD basis)
Tm 0.790 -1.767 1.328
S -0.727 -0.149 -3.896
S 1.084 1.037 0.517
S -2.595 3.442 -0.516
S 3.401 1.755 -1.892
O -1.266 -1.370 0.555
O 0.540 -3.852 1.069
N -0.994 4.599 -2.480
N -1.850 2.463 -3.601
N -3.148 0.767 -4.390
N 3.021 -2.379 2.418
N -2.018 5.987 -1.107
N -0.344 -1.467 3.364
N 2.175 -2.374 -0.435
C -3.592 -1.036 0.239
C 3.521 -3.791 2.528
C 3.012 2.373 2.073
C 0.384 -3.726 -1.348
C -4.811 -0.668 0.794
C -1.856 1.068 -3.934
C -1.827 4.628 -1.361
C 2.457 2.007 0.656
C 3.460 -1.746 -0.771
C -3.910 1.920 -4.236
C 0.032 -4.328 -0.083
C 4.154 -1.560 1.759
C -3.869 -0.544 3.004
C -0.982 -5.347 0.026
C -2.603 -0.882 2.494
C -0.362 -4.253 -2.468
C 4.052 3.770 -0.101
C -2.758 6.467 0.084
C -4.949 -0.374 2.175
C 2.758 -1.935 3.826
C 1.372 -2.697 -1.397
C -1.239 6.728 -1.947
C -2.405 -1.075 1.065
C -1.542 -0.936 3.448
C -0.581 5.871 -2.759
C 3.227 2.492 -0.366
C 1.545 -2.555 4.539
C -3.580 -0.444 -5.020
C -1.420 -5.945 -1.129
C -1.181 -5.384 -2.410
C 0.293 -1.660 4.686
C 4.511 -2.048 0.337
C -3.149 2.937 -3.804
B -0.572 3.239 -3.278
H 3.510 4.606 0.232
H -2.073 -6.799 -1.018
H -3.342 3.996 -3.517
H 3.807 -4.177 1.511
H 4.738 -3.088 0.309
H 4.539 4.040 -1.007
H -0.267 -3.724 -3.394
H 3.327 -0.630 -0.745
H 5.081 -1.637 2.364
H -3.141 5.633 0.635
H 2.387 1.785 2.734
H 2.499 -0.882 3.774
H -1.797 -0.412 4.353
H -0.160 3.559 -4.338
H -3.340 -1.247 -4.348
H 3.748 -1.967 -1.756
H -5.694 -0.596 0.186
H -4.991 1.912 -4.234
H 1.820 -2.696 5.613
H 4.078 2.048 2.146
H -4.058 -0.371 4.069
H -1.348 7.821 -1.987
H 5.385 -1.447 0.106
H 1.394 -2.204 -2.344
H -1.612 -5.734 -3.335
H -3.046 -0.627 -5.939
H 3.633 -1.996 4.482
H -5.911 0.022 2.596
H 4.822 3.561 0.653
H 3.872 -0.492 1.751
H 0.621 -0.711 5.130
H 1.248 -3.511 4.074
H -3.597 7.060 -0.251
H -4.646 -0.337 -5.254
H -0.413 -2.061 5.398
H -1.336 -5.593 1.041
H 4.472 -3.808 3.091
H 2.849 3.459 2.372
H 0.057 5.954 -3.652
H -3.541 -1.184 -0.824
H 2.817 -4.408 3.011
H 0.124 2.457 -2.664
H -2.175 7.170 0.720
```

## Properties
DFT total energy = -4519.9493 Eh
Multiplicity = 3
HOMO level (spin up / spin down) = 0.631 / 0.634 eV
Net charge = -2
<S²> = 2.002
Gap between HOMO and LUMO (spin up / spin down) = 3.08 / 3.07 eV

---

# 5
This record from the OMol25 dataset describes C3H6CoLiO4 as an isolated structure. The level of theory is the ωB97M-V functional and the def2-TZVPD basis.

Structure (XYZ):
```
15
C3H6CoLiO4 (the ωB97M-V functional and the def2-TZVPD basis)
Co 1.270 0.033 -0.065
O 1.683 0.865 1.428
O -0.306 0.586 -0.825
O -2.299 -0.197 -1.439
O -2.052 0.749 0.508
C -1.383 0.282 1.710
C -1.691 -1.092 -2.381
C -1.518 0.461 -0.635
Li 3.103 1.485 2.226
H -0.971 -0.563 -3.017
H -0.205 0.986 1.977
H -2.289 0.019 2.281
H -1.146 -1.875 -1.840
H -2.513 -1.477 -2.988
H -0.908 -0.525 2.282
```

## Properties
DFT total energy = -1808.7759 Eh
Multiplicity = 4
HOMO level (spin up / spin down) = -12.815 / -12.729 eV
Net charge = +1
<S²> = 3.761
Gap between HOMO and LUMO (spin up / spin down) = 8.56 / 7.76 eV

---

# 6
This record from the OMol25 dataset describes C30H32F3O4SSb2Ti as an isolated structure. The level of theory is the ωB97M-V functional and the def2-TZVPD basis.

Structure (XYZ):
```
73
C30H32F3O4SSb2Ti (the ωB97M-V functional and the def2-TZVPD basis)
Sb -0.977 -1.064 1.569
Sb -0.408 1.192 -1.012
Ti -0.820 -1.566 -1.131
S -2.761 -3.073 -1.953
F -2.454 -1.070 -3.483
F -4.543 -1.598 -3.177
F -3.309 -2.802 -4.494
O -1.292 -3.198 -2.231
O 1.064 -2.049 -1.183
O -3.528 -4.198 -1.640
O -2.687 -1.944 -0.896
C 3.938 -1.406 1.573
C 3.075 -1.312 -2.411
C -2.552 1.441 -0.884
C -0.218 4.043 -0.376
C 0.131 2.779 1.661
C 1.838 -2.152 -2.492
C 0.035 5.183 1.730
C 3.456 -0.115 1.432
C -2.704 0.268 1.455
C 2.087 0.143 1.440
C 3.042 -2.458 1.738
C -0.053 2.825 0.283
C 1.182 -0.895 1.613
C -1.126 -2.029 3.432
C -3.357 -2.082 -3.414
C 2.229 2.831 -4.020
C 0.647 1.474 -5.226
C -1.102 -1.615 5.778
C -1.152 -1.118 4.481
C 0.459 1.718 -2.844
C -0.169 5.221 0.360
C 1.763 2.302 -5.215
C -1.035 -3.873 4.934
C -0.005 1.173 -4.040
C -1.081 -3.402 3.628
C -2.892 1.529 0.614
C 1.675 -2.203 1.767
C 0.176 3.963 2.381
C 1.586 2.537 -2.826
C -1.041 -2.982 5.998
H 0.079 6.104 2.295
H 0.277 1.078 -6.161
H -0.900 0.562 -4.082
H 0.317 3.935 3.453
H -1.119 -0.928 6.613
H -0.380 4.102 -1.446
H 1.770 1.170 1.310
H 2.264 2.542 -6.141
H -2.907 0.449 2.514
H -3.957 1.767 0.699
H -3.101 0.633 -1.371
H -2.372 2.367 1.076
H 4.148 0.709 1.321
H -3.400 -0.513 1.121
H 2.844 -0.269 -2.185
H 2.004 -3.220 -2.624
H 1.013 -3.047 1.958
H -2.800 2.369 -1.400
H 3.556 -1.343 -3.390
H 3.402 -3.469 1.876
H 1.122 -1.796 -3.240
H 3.780 -1.703 -1.679
H -1.006 -4.938 5.115
H 3.093 3.481 -4.017
H 1.963 2.963 -1.904
H -0.291 6.168 -0.147
H 5.002 -1.596 1.574
H -1.008 -3.360 7.011
H 0.206 1.841 2.202
H -1.206 -0.044 4.330
H -1.107 -4.102 2.803
H 1.602 -2.326 -0.401
```

## Properties
DFT total energy = -3489.9883 Eh
HOMO level (spin up / spin down) = -17.135 / -17.135 eV
Energy relative to the best compared isomer or geometry (same formula, charge and spin) = 2.605 eV
Net charge = +3
Gap between HOMO and LUMO (spin up / spin down) = 5.92 / 5.92 eV